Below is a single C28H22ClNO4S molecule, with properties calculated with ωB97M-V with the def2-TZVPD basis set.

The geometry in XYZ format:
```
57
Properties=species:S:1:pos:R:3
O -4.59011 -1.25527 1.90292
N -4.00482 -0.14597 1.98941
O -4.60249 0.95581 1.87399
C -2.60577 -0.11364 2.19428
C -1.92476 1.12081 2.22355
C -0.52998 1.16102 2.39491
C 0.26673 0.00566 2.47605
S 2.04573 -0.02118 2.92622
O 2.13476 0.82487 4.05366
O 2.26458 -1.45299 3.14019
C 3.37675 0.34952 1.57028
Cl 2.54450 1.64706 0.61002
C 4.87876 0.70798 1.52569
C 5.35494 1.94995 2.19589
C 6.06623 1.97876 3.36445
C 6.38969 3.31691 3.94254
C 6.67611 4.36365 3.03851
C 6.90971 5.64574 3.51400
C 6.80300 5.87812 4.88568
C 6.55978 4.86735 5.81826
C 6.35289 3.55635 5.35091
C 6.48569 0.76998 4.16034
C 5.71448 -0.41327 4.30183
C 6.25561 -1.53398 4.99825
C 7.48394 -1.43883 5.64881
C 8.18591 -0.26685 5.57613
C 7.73831 0.80980 4.80474
C 5.38932 0.59074 0.07140
C 5.70298 -0.67424 -0.44857
C 5.99292 -0.83355 -1.81990
C 5.92198 0.30645 -2.69049
C 5.61887 1.58211 -2.14909
C 5.37187 1.71082 -0.78921
C -0.43315 -1.21243 2.43906
C -1.82730 -1.29863 2.28355
H -2.56661 2.00757 2.16079
H -0.08062 2.14052 2.46511
H 3.43015 -0.64580 1.06324
H 5.29906 -0.16748 2.09766
H 5.05115 2.87082 1.77303
H 6.79069 4.13080 1.97367
H 7.09648 6.44252 2.79246
H 6.82908 6.88614 5.23864
H 6.46266 5.04742 6.89725
H 6.18689 2.70559 6.04290
H 4.67298 -0.42586 3.93729
H 5.68841 -2.45264 5.06164
H 7.87284 -2.24715 6.23210
H 9.05765 -0.05263 6.16832
H 8.30010 1.75052 4.73978
H 5.55917 -1.56941 0.16211
H 6.15080 -1.84378 -2.26567
H 5.96455 0.16555 -3.78900
H 5.49982 2.45651 -2.82694
H 4.95782 2.63276 -0.40944
H 0.11327 -2.13621 2.53814
H -2.38253 -2.24601 2.28033
```

- SMILES: O=[N+]([O-])c1ccc(S(=O)(=O)[C@@H](Cl)[C@H](C=C(c2ccccc2)c2ccccc2)c2ccccc2)cc1
- LUMO: -1.571 eV
- HOMO: -8.421 eV
- Multiplicity: 1
- Gap between HOMO and LUMO: 6.8 eV
- Charge: 0

Charges in e, computed with Mulliken, in the same order as the atoms:
1. O -0.57
2. N 0.91
3. O -0.57
4. C 0.04
5. C -0.60
6. C -0.26
7. C -0.24
8. S 1.58
9. O -0.59
10. O -0.66
11. C -0.35
12. Cl -0.19
13. C 0.17
14. C -1.06
15. C 0.81
16. C -0.15
17. C -0.40
18. C -0.78
19. C -0.39
20. C -0.74
21. C -0.08
22. C 0.49
23. C 0.31
24. C -0.75
25. C -0.48
26. C -0.75
27. C -0.49
28. C -0.16
29. C -0.17
30. C -0.78
31. C -0.36
32. C -0.77
33. C -0.26
34. C -0.13
35. C -0.71
36. H 0.44
37. H 0.42
38. H 0.52
39. H 0.48
40. H 0.70
41. H 0.47
42. H 0.38
43. H 0.39
44. H 0.37
45. H 0.45
46. H 0.21
47. H 0.43
48. H 0.43
49. H 0.38
50. H 0.52
51. H 0.37
52. H 0.33
53. H 0.34
54. H 0.33
55. H 0.27
56. H 0.48
57. H 0.42

=====

Below is a molecular structure, C28H22I2N6O3PdS2, with properties calculated with ωB97M-V with the def2-TZVPD basis set.

The geometry in XYZ format:
```
64
Properties=species:S:1:pos:R:3
Pd 8.91426 -6.86438 14.01782
I 9.86172 -4.98061 19.46824
C 8.86302 -6.53455 18.58622
C 8.25089 -7.45803 19.39679
C 7.86296 -8.72752 19.00576
I 7.21864 -9.98336 20.50996
C 7.90662 -9.08837 17.59140
C 7.74750 -10.41104 17.07114
C 7.98693 -10.65745 15.71359
C 8.19197 -9.52841 14.87730
N 8.47973 -8.32854 15.39717
C 8.40556 -8.07778 16.71284
C 8.80321 -6.76160 17.13556
O 9.12408 -5.92373 16.22940
H 7.99447 -7.07936 20.39550
H 7.58172 -11.27682 17.70598
H 7.97026 -11.67205 15.29775
H 8.29079 -9.62338 13.76364
O 9.26323 -3.03125 11.79403
S 8.98087 -4.44222 11.63018
O 9.12133 -4.97021 10.31000
N 9.76129 -5.33847 12.78712
C 11.09253 -5.53965 12.53369
C 11.85746 -4.72322 11.65871
C 13.22042 -4.73501 11.77516
C 13.91631 -5.65522 12.54317
C 13.21656 -6.60805 13.33229
C 13.78935 -7.55492 14.20433
C 12.99068 -8.55153 14.69712
C 11.60989 -8.45452 14.60365
N 10.96541 -7.45519 13.99768
C 11.78228 -6.52138 13.31512
C 7.36572 -4.71728 12.15451
C 6.98857 -4.11591 13.46984
C 5.70900 -3.35295 13.31977
C 4.58981 -3.92847 13.74799
C 4.66722 -6.44036 13.14741
C 6.63397 -5.71314 11.58254
H 11.31776 -4.10356 10.96339
H 13.85286 -4.03484 11.23830
H 14.98550 -5.64471 12.64009
H 14.86257 -7.52735 14.28738
H 13.43013 -9.45489 15.11984
H 10.98023 -9.25779 15.10371
H 7.79566 -3.48990 13.89037
H 5.78034 -2.38165 12.84718
H 3.49810 -3.62601 13.69070
H 4.43477 -7.35915 13.68339
H 6.20811 -7.72522 12.13945
C 3.31350 -4.68025 16.22669
C 4.18396 -5.76553 15.57123
C 4.81453 -5.32079 14.25804
N 6.44240 -5.34943 14.40693
N 6.85753 -6.56374 13.88529
C 6.08014 -6.67064 12.59725
N 6.29848 -5.97918 10.28808
S 3.36999 -6.15995 12.00506
H 3.12768 -5.06705 17.21300
H 2.40003 -4.52570 15.65221
H 3.75797 -3.68667 16.20975
H 3.55519 -6.65853 15.31553
H 4.98044 -6.12270 16.26589
H 5.39033 -6.48641 10.25133
H 6.66066 -5.53043 9.46239
```

- LUMO: 3.402 eV
- HOMO: -0.943 eV
- Multiplicity: 1
- Gap between HOMO and LUMO: 4.3 eV
- Charge: -2

Charges in e, computed with Mulliken, in the same order as the atoms:
1. Pd 0.27
2. I 0.02
3. C -1.08
4. C -0.18
5. C -0.50
6. I -0.02
7. C 0.68
8. C -0.49
9. C -0.92
10. C -0.41
11. N 0.58
12. C 0.06
13. C 0.99
14. O -0.38
15. H 0.30
16. H 0.25
17. H 0.39
18. H 0.28
19. O -0.73
20. S 1.39
21. O -0.76
22. N 0.20
23. C 0.81
24. C -0.84
25. C -0.82
26. C -0.90
27. C 0.80
28. C -0.75
29. C -0.79
30. C 0.09
31. N 0.05
32. C -0.04
33. C -1.13
34. C 0.20
35. C -0.93
36. C -1.02
37. C -0.20
38. C 0.13
39. H 0.53
40. H 0.32
41. H 0.33
42. H 0.38
43. H 0.36
44. H 0.16
45. H 0.49
46. H 0.46
47. H 0.30
48. H 0.47
49. H 0.39
50. C -1.57
51. C -0.32
52. C 1.16
53. N -0.49
54. N -0.17
55. C -0.50
56. N -0.37
57. S -0.67
58. H 0.52
59. H 0.31
60. H 0.36
61. H 0.26
62. H 0.22
63. H 0.24
64. H 0.23

=====

Below is a single C28H22N2O5 molecule, with properties calculated with ωB97M-V with the def2-TZVPD basis set.

The geometry in XYZ format:
```
57
Properties=species:S:1:pos:R:3
C 0.43046 3.86720 3.17049
C 0.01080 2.48395 3.50782
C -0.09513 1.83881 4.71424
C -0.53636 0.53555 4.42872
C -0.68584 0.47035 3.06117
C -1.08358 -0.64100 2.20962
O -1.14197 -1.79003 2.61172
C -1.36712 -0.28326 0.81008
C -1.96264 0.80427 0.28457
O -2.52513 1.87313 0.85208
C -1.99106 0.67979 -1.19847
O -2.46229 1.50580 -1.95966
N -1.40123 -0.49299 -1.49486
C -1.17464 -0.98335 -2.83093
C -1.82811 -2.32112 -3.04409
C -1.11040 -3.42436 -3.48689
C -1.76592 -4.63439 -3.64733
C -3.11899 -4.69320 -3.34967
N -3.81148 -3.65031 -2.92459
C -3.18380 -2.49978 -2.77838
C -0.95712 -1.20537 -0.31071
C 0.53848 -1.42777 -0.34523
C 1.07244 -2.65990 -0.69001
C 2.44768 -2.82156 -0.74375
C 3.29163 -1.76402 -0.46855
C 2.75784 -0.52327 -0.12604
O 3.64241 0.46230 0.20323
C 3.27450 1.78398 0.14084
C 2.51205 2.30827 -0.89791
C 2.23133 3.66194 -0.92697
C 2.71524 4.50103 0.06244
C 3.49245 3.98036 1.08465
C 3.77080 2.62674 1.12962
C 1.37985 -0.36220 -0.06121
O -0.34082 1.66206 2.51132
H 0.73981 4.38983 4.07016
H 1.25541 3.84899 2.45858
H -0.39612 4.40614 2.70892
H 0.11939 2.25130 5.67884
H -0.73396 -0.25927 5.11791
H -2.89039 2.41422 0.12846
H -1.60348 -0.23528 -3.50658
H -0.09647 -1.05951 -3.01968
H -0.05454 -3.33465 -3.70318
H -1.23795 -5.51029 -3.99103
H -3.67762 -5.61362 -3.45380
H -3.78906 -1.67231 -2.43032
H -1.46950 -2.17224 -0.22813
H 0.41670 -3.49073 -0.90261
H 2.86517 -3.78254 -1.00353
H 4.36349 -1.87826 -0.50140
H 2.15136 1.65963 -1.68287
H 1.63505 4.06195 -1.73322
H 2.49254 5.55683 0.03416
H 3.88273 4.63058 1.85382
H 4.37252 2.20500 1.91948
H 0.95964 0.58835 0.23291
```

- Energy relative to the best compared isomer or geometry (same formula, charge and spin): 1.3542 eV
- SMILES: Cc1ccc(C(=O)C2=C(O)C(=O)N(Cc3cccnc3)[C@H]2c2cccc(Oc3ccccc3)c2)o1
- LUMO: -0.106 eV
- HOMO: -8.672 eV
- Multiplicity: 1
- Gap between HOMO and LUMO: 8.6 eV
- Charge: 0

Charges in e, computed with Mulliken, in the same order as the atoms:
1. C -0.81
2. C 0.43
3. C -0.69
4. C -0.87
5. C 0.26
6. C 0.28
7. O -0.68
8. C -1.56
9. C 1.42
10. O -0.64
11. C 0.73
12. O -0.75
13. N 0.37
14. C -1.04
15. C 0.56
16. C -0.52
17. C -0.45
18. C -0.33
19. N -0.64
20. C -0.20
21. C 0.12
22. C -0.50
23. C -0.65
24. C -0.99
25. C -0.71
26. C 0.11
27. O -0.46
28. C 0.21
29. C -0.06
30. C -0.66
31. C -0.37
32. C -0.71
33. C -0.42
34. C 0.59
35. O 0.01
36. H 0.38
37. H -0.10
38. H 0.27
39. H 0.50
40. H 0.58
41. H 0.32
42. H 0.56
43. H 0.39
44. H 0.44
45. H 0.39
46. H 0.36
47. H 0.44
48. H 0.69
49. H 0.57
50. H 0.41
51. H 0.50
52. H 0.52
53. H 0.43
54. H 0.41
55. H 0.39
56. H 0.44
57. H 0.73

=====

Below is a molecular structure, C28H22N8O2S2Sn, with properties calculated with ωB97M-V with the def2-TZVPD basis set.

The geometry in XYZ format:
```
63
Properties=species:S:1:pos:R:3
Sn 0.05428 -0.40543 -0.90745
O 4.24056 -1.21914 0.19213
C 3.08091 -1.25491 -0.18483
N 2.22659 -0.20029 -0.29668
C 2.61055 1.03112 0.23965
O 3.05483 1.21092 1.35027
C 2.39443 2.20969 -0.68671
C 3.16542 3.35190 -0.52706
C 2.98027 4.39791 -1.41622
C 2.02863 4.26842 -2.41680
C 1.29221 3.09585 -2.48199
N 1.47743 2.08291 -1.64111
C 2.52466 -2.56938 -0.69595
C 3.29272 -3.71868 -0.58110
C 2.78514 -4.90688 -1.07655
C 1.53617 -4.90463 -1.68597
C 0.84228 -3.71127 -1.76235
N 1.32523 -2.57068 -1.27183
H 3.88417 3.39596 0.28039
H 3.57323 5.29996 -1.33319
H 1.85622 5.06175 -3.13216
H 0.52136 2.95705 -3.23415
H 4.26386 -3.64015 -0.11250
H 3.35292 -5.82557 -1.00026
H 1.10793 -5.81119 -2.09317
H -0.13659 -3.65701 -2.23062
S 0.21486 2.18853 3.16613
C -0.25090 3.37710 1.99151
C -0.33443 4.75972 2.12170
C -0.75823 5.49008 1.02705
C -1.12002 4.85418 -0.16682
C -1.04155 3.48123 -0.29448
C -0.58453 2.73741 0.79302
N -0.45076 1.35480 0.83141
C -0.04345 0.93448 1.99466
C 0.12203 -0.49742 2.26972
C 0.51802 -0.94427 3.53035
C 0.62325 -2.30156 3.77571
C 0.30463 -3.20169 2.76669
C -0.06629 -2.73855 1.50721
C -0.14658 -1.37898 1.20660
H -0.08968 5.24906 3.05660
H -0.82708 6.56853 1.09818
H -1.48399 5.44667 -0.99769
H -1.33332 2.97145 -1.20622
H 0.76186 -0.23051 4.31148
H 0.94309 -2.65637 4.74831
H 0.36634 -4.26801 2.95473
H -0.28220 -3.47230 0.73440
C -4.67267 -2.75704 0.52930
C -4.28540 -2.23954 -0.80657
N -4.51073 -2.79737 -1.94931
N -3.98226 -1.91431 -2.86149
C -3.42813 -0.81802 -2.31731
S -2.70992 0.50364 -3.02297
N -3.61914 -1.04385 -0.97945
N -3.27958 -0.17276 0.05276
H -5.42254 -3.53483 0.41381
H -5.06199 -1.93896 1.13425
H -3.80583 -3.17000 1.04994
H -4.05166 -2.09925 -3.84360
H -2.38741 -0.45448 0.45531
H -3.15921 0.74501 -0.36870
```

- LUMO: -0.090 eV
- HOMO: -7.335 eV
- Multiplicity: 1
- Gap between HOMO and LUMO: 7.2 eV
- Charge: 0

Charges in e, computed with Mulliken, in the same order as the atoms:
1. Sn 0.65
2. O -0.70
3. C -0.08
4. N 0.13
5. C -0.05
6. O -0.61
7. C 0.57
8. C -0.80
9. C -0.42
10. C -0.72
11. C -0.29
12. N 0.15
13. C 0.59
14. C -0.55
15. C -0.41
16. C -0.66
17. C -0.33
18. N 0.03
19. H 0.48
20. H 0.45
21. H 0.42
22. H 0.47
23. H 0.50
24. H 0.44
25. H 0.42
26. H 0.43
27. S -0.43
28. C 0.95
29. C -0.66
30. C -0.56
31. C -0.75
32. C -0.28
33. C -0.75
34. N 0.42
35. C -0.42
36. C 1.73
37. C -0.66
38. C -0.90
39. C -0.81
40. C -0.70
41. C 0.11
42. H 0.43
43. H 0.40
44. H 0.43
45. H 0.55
46. H 0.41
47. H 0.40
48. H 0.43
49. H 0.46
50. C -1.09
51. C 1.01
52. N -0.86
53. N 0.17
54. C 0.14
55. S -0.35
56. N 0.50
57. N -0.93
58. H 0.38
59. H 0.32
60. H 0.20
61. H 0.16
62. H 0.13
63. H 0.33